One molecule with the formula C4H7FS in a non-equilibrium geometry. Source: OMol25; level of theory: wB97M-V/def2-TZVPD.

Values from the calculation:
F_max = 4.8 eV/A
spin multiplicity = 1
SMILES = FC1(CS)CC1
Kohn-Sham gap = 9.761 eV
net charge = 0
total energy = -654.55216 Ha
highest occupied orbital energy = -9.2 eV

Cartesian coordinates (Å):
S1 2.61 0.06 -0.29
F1 -0.43 1.80 -0.30
C1 -1.61 -0.30 0.36
C2 0.98 -0.01 0.68
C3 -0.84 -0.65 -0.91
C4 -0.36 0.40 -0.07
H1 2.74 1.64 -0.07
H2 -1.56 -0.88 1.22
H3 1.42 0.56 1.54
H4 -2.50 0.38 0.11
H5 0.79 -1.16 0.78
H6 -0.14 -1.53 -1.05
H7 -1.11 -0.31 -2.00

Löwdin atomic charge list, values in e, 2 entries: atom 1 (S): 0.545, atom 2 (F): -0.010